{
  "formula": "C11H48AsF6O13",
  "method": "ωB97M-V with the def2-TZVPD basis set",
  "homo_lumo_gap_ev": 10.30,
  "charge": -1,
  "e_homo_ev": -8.3,
  "e_lumo_ev": 1.97,
  "symbols": ["As", "F", "F", "F", "F", "F", "F", "O", "O", "O", "O", "O", "O", "O", "O", "O", "O", "O", "O", "O", "C", "C", "C", "C", "C", "C", "C", "C", "C", "C", "C", "H", "H", "H", "H", "H", "H", "H", "H", "H", "H", "H", "H", "H", "H", "H", "H", "H", "H", "H", "H", "H", "H", "H", "H", "H", "H", "H", "H", "H", "H", "H", "H", "H", "H", "H", "H", "H", "H", "H", "H", "H", "H", "H", "H", "H", "H", "H", "H"],
  "coordinates": [[-0.93722, -0.12609, 0.42838], [0.25013, 0.73258, 1.46090], [-2.10499, -0.20301, 1.78891], [-1.98172, -1.14226, -0.57052], [-1.65581, 1.47703, 0.05342], [0.16687, -0.04477, -1.03459], [-0.08082, -1.66267, 1.02383], [0.16300, -2.74597, -4.82394], [6.08433, 1.65983, -0.83810], [1.14395, -6.47461, 0.10303], [-3.01429, 2.75012, -6.20631], [1.41334, 6.70890, 0.79909], [3.63871, -2.18083, 3.35187], [4.77994, 2.53297, -4.78670], [0.19709, -7.26614, 4.61428], [-6.01620, 2.52097, -1.22902], [-5.27076, 4.72231, 4.21311], [-1.23970, -0.13125, 8.30865], [5.99069, -2.41138, -1.76699], [-6.21731, -0.66767, 1.48767], [0.49832, -5.86015, 4.66159], [-2.48798, 1.47028, -5.94872], [-4.06775, 3.94485, 3.87652], [-1.32766, 1.02281, 7.50274], [2.44275, -6.96338, 0.32556], [4.93922, 2.16143, -0.09179], [0.57728, 6.43830, -0.30936], [-0.52638, -3.94256, -4.35288], [-6.24410, 2.56660, -2.59818], [4.59060, -2.48760, -2.08774], [3.47728, 2.87074, -5.03775], [-5.06363, 2.50197, -1.11134], [6.67690, 1.44363, -0.11441], [1.57483, -5.82249, 4.82830], [-3.31192, 0.76045, -5.87560], [-6.34347, 0.12487, 0.96592], [1.03669, -5.67267, 0.61974], [2.44673, -7.77704, 1.05085], [3.20251, -2.23662, 4.20207], [2.86476, -7.41408, -0.57270], [0.05430, -5.33931, 5.50993], [-4.29518, 2.88440, 3.98521], [3.17853, 2.92899, -6.08438], [5.27013, 3.06644, 0.41768], [-1.59470, -3.72689, -4.33670], [-3.74833, 4.12826, 2.85065], [3.31229, 3.83843, -4.56399], [-3.23460, 4.14176, 4.55119], [2.73759, 2.24132, -4.54298], [-2.25907, 3.29658, -6.43571], [-0.70854, -7.45037, 4.35449], [-0.16101, -4.10915, -3.33955], [-0.96622, 0.79245, 6.50055], [2.92439, -2.18788, 2.71474], [-5.95153, 1.64052, -3.09303], [-5.79593, 3.37841, -3.17108], [-0.00167, -2.05936, -4.17352], [1.07622, 5.82600, -1.06053], [6.16176, -1.46885, -1.70408], [4.81364, 1.44020, 0.71577], [-1.87025, 1.07010, -6.75269], [4.00046, 2.28047, -0.63275], [-0.70226, 1.79871, 7.94429], [0.30847, 7.33945, -0.86052], [-0.33318, 5.94260, 0.02747], [-6.03224, 4.14172, 4.14474], [1.87598, 5.93207, 1.12173], [0.10600, -5.38560, 3.76215], [-1.86164, 0.03626, 9.02049], [3.98649, -2.60229, -1.18774], [4.25462, -1.60303, -2.62880], [-0.33227, -4.85520, -4.91633], [-5.26723, -0.75688, 1.56270], [-2.32451, 1.45453, 7.41327], [4.89456, 2.36324, -3.84881], [4.32581, -3.40873, -2.60689], [3.19149, -6.30059, 0.75936], [-7.31091, 2.73950, -2.73999], [-1.98568, 1.37433, -4.98612]],
  "lowdin_charge": [0.92, -0.31, -0.31, -0.29, -0.31, -0.33, -0.35, -0.15, -0.15, -0.10, -0.12, -0.13, -0.06, -0.10, -0.14, -0.11, -0.15, -0.12, -0.13, -0.06, -0.15, -0.18, -0.12, -0.18, -0.19, -0.13, -0.17, -0.13, -0.20, -0.15, -0.21, 0.08, 0.06, 0.08, 0.07, 0.02, 0.07, 0.07, 0.03, 0.07, 0.07, 0.07, 0.08, 0.07, 0.07, 0.07, 0.07, 0.07, 0.08, 0.07, 0.07, 0.07, 0.08, 0.03, 0.08, 0.07, 0.06, 0.07, 0.05, 0.08, 0.08, 0.08, 0.07, 0.07, 0.08, 0.06, 0.07, 0.08, 0.07, 0.07, 0.08, 0.07, 0.03, 0.07, 0.08, 0.07, 0.08, 0.08, 0.08]
}

{
  "formula": "C11H48BFIN2O15PS",
  "method": "ωB97M-V with the def2-TZVPD basis set",
  "homo_lumo_gap_ev": 9.25,
  "charge": 0,
  "e_homo_ev": -9.1,
  "e_lumo_ev": 0.12,
  "symbols": ["I", "S", "P", "F", "O", "O", "O", "O", "O", "O", "O", "O", "O", "O", "O", "O", "O", "O", "O", "N", "N", "C", "C", "C", "C", "C", "C", "C", "C", "C", "C", "C", "B", "H", "H", "H", "H", "H", "H", "H", "H", "H", "H", "H", "H", "H", "H", "H", "H", "H", "H", "H", "H", "H", "H", "H", "H", "H", "H", "H", "H", "H", "H", "H", "H", "H", "H", "H", "H", "H", "H", "H", "H", "H", "H", "H", "H", "H", "H", "H", "H"],
  "coordinates": [[-2.00553, 1.99480, -1.07599], [-0.01953, 1.07298, 3.13283], [-1.71174, 2.42482, 1.31848], [-1.43099, 0.50488, 3.29913], [1.95654, 2.23815, 0.34423], [-1.57020, 4.03631, 1.45645], [0.51073, 6.40653, 2.73280], [-1.33763, -1.66273, 0.19473], [-5.39905, 2.69994, 0.32435], [0.22131, 2.05883, 4.13394], [1.19060, -1.76030, -4.47213], [0.28836, -5.01205, 1.06233], [3.43179, 0.21834, -1.40220], [3.52655, -1.83452, 2.49367], [-1.76744, -4.28654, -5.44832], [-1.79380, 5.05843, 4.20493], [-2.40657, 0.08872, -3.91310], [0.87814, -0.02850, 3.08775], [6.15530, -4.01443, 2.40357], [1.30573, 3.84920, 2.02416], [-0.11633, 1.73711, 1.63775], [5.64266, -5.33280, 2.28146], [1.00251, 7.53301, 3.45222], [3.05062, -2.13521, 1.17629], [-0.76448, -4.55228, 1.91036], [1.27386, -1.73047, -5.89223], [-1.93509, -4.22339, -6.86301], [-2.89850, -1.24842, -3.99860], [-0.48927, -2.30702, -0.75518], [-2.04254, 5.54584, 5.52275], [2.96523, -0.11011, -2.71218], [-5.87602, 1.36317, 0.18979], [1.07909, 2.64694, 1.34216], [-3.17026, 0.66305, -3.80246], [3.52516, -3.05722, 0.84580], [0.32442, -1.41621, -6.33356], [-0.44784, 6.48787, 2.68009], [-3.56655, -1.35722, -4.85736], [-0.78002, -3.35215, -0.81304], [3.09527, -1.02233, 2.77588], [-6.53690, 1.27175, -0.67620], [0.55330, -2.24420, -0.43834], [3.00800, 1.02801, -1.10699], [-0.39861, -3.76944, 2.57862], [-6.41110, 1.04791, 1.08885], [3.45614, -1.02427, -3.03056], [2.08319, 7.43994, 3.51830], [-1.06392, -0.74192, 0.23380], [5.40551, -3.41044, 2.40100], [1.54974, -2.71208, -6.28569], [-2.87910, 6.23751, 5.46918], [1.47020, 4.62463, 1.39162], [-2.05160, -1.91366, -4.12672], [-2.95565, -3.92959, -7.12137], [-6.16109, 3.27226, 0.45103], [4.98573, -5.57677, 3.12164], [-1.17164, -5.38065, 2.49692], [-3.43078, -1.52106, -3.08294], [0.58455, 7.56056, 4.46220], [0.54231, 4.08525, 2.64125], [2.04313, -1.01100, -6.16204], [-1.70777, -5.18720, -7.32457], [6.48598, -6.01930, 2.28401], [-1.05228, 4.44397, 4.26198], [5.09171, -5.45489, 1.34367], [3.30055, -1.33890, 0.47361], [-2.30035, 4.72589, 6.19573], [-1.24521, -3.47670, -7.24636], [-1.54714, -4.14121, 1.28011], [1.96711, -2.27966, 1.19459], [3.21862, 0.69439, -3.40914], [1.88927, -0.26621, -2.71476], [0.98068, -5.37207, 1.62361], [0.75596, 8.46349, 2.93520], [-5.01301, 0.71754, 0.04719], [0.51077, -2.39739, -4.23116], [-2.35338, 4.36178, 1.93082], [-0.60300, -1.84297, -1.73995], [-2.37984, -4.94822, -5.11430], [2.65332, 1.72748, 0.78581], [-1.16788, 6.07238, 5.91181]],
  "lowdin_charge": [0.58, 0.51, 0.52, -0.14, 0.12, -0.36, -0.15, -0.15, -0.17, -0.24, -0.14, -0.14, -0.14, -0.13, -0.13, -0.15, -0.19, -0.23, -0.12, 0.23, -0.30, -0.17, -0.13, -0.13, -0.15, -0.14, -0.15, -0.15, -0.13, -0.13, -0.14, -0.16, -0.80, 0.04, 0.08, 0.07, 0.07, 0.08, 0.07, 0.05, 0.08, 0.07, 0.03, 0.08, 0.08, 0.08, 0.08, 0.01, 0.04, 0.08, 0.08, 0.11, 0.05, 0.08, 0.07, 0.07, 0.08, 0.08, 0.07, 0.04, 0.08, 0.08, 0.07, 0.06, 0.07, 0.06, 0.08, 0.07, 0.06, 0.06, 0.08, 0.06, 0.07, 0.08, 0.05, 0.07, 0.05, 0.07, 0.08, 0.11, 0.08]
}

{
  "formula": "C11H54CdF6N2O23S2",
  "method": "ωB97M-V with the def2-TZVPD basis set",
  "homo_lumo_gap_ev": 6.08,
  "charge": 0,
  "e_homo_ev": -7.3,
  "relative_energy_kcal_mol": 0.0,
  "e_lumo_ev": -1.18,
  "symbols": ["Cd", "S", "S", "F", "F", "F", "F", "F", "F", "O", "O", "O", "O", "O", "O", "O", "O", "O", "O", "O", "O", "O", "O", "O", "O", "O", "O", "O", "O", "O", "O", "O", "N", "N", "C", "C", "C", "C", "C", "C", "C", "C", "C", "C", "C", "H", "H", "H", "H", "H", "H", "H", "H", "H", "H", "H", "H", "H", "H", "H", "H", "H", "H", "H", "H", "H", "H", "H", "H", "H", "H", "H", "H", "H", "H", "H", "H", "H", "H", "H", "H", "H", "H", "H", "H", "H", "H", "H", "H", "H", "H", "H", "H", "H", "H", "H", "H", "H", "H"],
  "coordinates": [[-1.37512, 1.41218, -0.75343], [1.91345, 1.06082, -0.64176], [0.63962, 0.22571, 1.62117], [2.13425, -1.60458, -0.71236], [1.66746, -0.66548, -2.59883], [0.52484, 1.44508, 3.91848], [3.66102, -0.51502, -1.79152], [0.10029, 2.75241, 2.21055], [2.13069, 2.19462, 2.67016], [2.95716, 1.41430, 0.27335], [1.90374, 1.35832, 6.57158], [-0.81105, 3.48072, -0.86992], [-2.49174, -0.45783, -0.47618], [1.81302, -0.57349, 1.80003], [-0.59993, -0.34118, 2.07275], [0.25921, 5.86180, 3.10229], [2.76875, -3.40850, -4.26692], [6.72489, -1.81319, -3.10619], [1.75738, 1.96422, -1.75618], [1.42207, 4.42174, -3.67669], [0.12627, 3.65909, 5.85409], [3.95995, -2.82330, 2.20167], [2.60428, 4.25309, 4.51593], [-3.89849, -1.75411, 1.84579], [-1.83285, -2.27170, 4.00383], [5.73746, 2.27991, -0.02710], [5.78495, 0.87908, -3.93254], [-2.30065, 4.61604, 2.44860], [-0.82386, 1.19340, -2.87031], [-2.36483, 1.79307, 1.16981], [4.57304, -3.26475, -2.06974], [1.87248, -1.04653, 4.78207], [-3.08945, -1.59147, -1.01395], [0.44442, 0.77645, 0.10206], [2.38658, -0.56112, -1.47857], [-1.17055, -2.18245, -2.51450], [-2.13442, -2.64071, -1.39550], [-4.02815, -3.62894, -2.78865], [-4.96125, -2.54757, -2.28750], [-2.88234, -3.89474, -1.82320], [0.88788, 1.75962, 2.69033], [-5.22749, -0.43017, -1.01472], [-4.25032, -1.25409, -1.85469], [-3.88841, -0.48733, -3.14821], [-1.27629, -2.95397, -0.17713], [-1.63658, -2.07602, -3.49228], [5.28937, 2.92688, -0.57735], [-1.14988, -2.07721, 3.35179], [1.81361, -3.34247, -4.16636], [-3.68754, -3.39748, -3.80540], [6.27913, 0.10026, -3.62872], [5.14918, 1.51865, -0.02983], [6.89077, -2.28015, -3.92956], [3.02190, -2.63504, -4.78146], [-3.52468, -1.67047, 0.94812], [1.41072, 0.66650, 6.11796], [-6.15488, -0.34911, -1.58732], [-1.86702, -3.03001, 0.73749], [1.76373, 4.03377, -2.86363], [4.86473, 0.64347, -3.80599], [-2.76360, 5.21083, 1.85185], [-0.73869, -3.90329, -0.26938], [-1.16479, 0.43980, -3.36971], [5.93963, -2.25328, -2.72086], [-0.62688, 3.21333, 5.45331], [-5.74877, -2.31940, -3.01033], [-1.44632, 5.03336, 2.62722], [3.80909, -3.41139, -2.64980], [-3.28844, -1.27719, 2.41567], [1.86854, 4.11337, 5.12658], [-0.18971, 3.86865, -0.24350], [-0.27328, -2.80378, -2.55150], [-3.47369, -1.11383, -3.93526], [1.03111, 6.40267, 3.29266], [-3.29286, -4.44684, -0.97351], [1.67347, -1.76276, 4.17258], [-0.94209, 4.14749, -1.55297], [-4.60888, -4.54539, -2.93385], [-0.24824, 4.40248, 6.33735], [-5.41849, -1.00544, -0.10997], [-0.12730, 1.58837, -3.40814], [3.09349, -3.23702, 2.16003], [-4.84392, 0.56118, -0.78744], [0.54814, 4.03985, -3.78847], [0.56473, 5.18989, 2.48555], [2.44966, -1.43151, 5.44914], [3.83550, -2.04501, 2.75527], [-2.59262, 2.57180, 1.69910], [-3.20045, 0.33889, -2.95495], [-2.67094, 1.01327, 1.65163], [4.21067, -3.15450, -1.18509], [-0.52598, -2.18265, 0.00232], [1.40708, 2.16970, 6.41078], [-4.82149, -0.04623, -3.50801], [3.12242, 3.44569, 4.59306], [-2.19543, -4.58224, -2.32568], [-0.81014, -1.20798, -2.17255], [-1.84186, -3.22963, 4.07995], [-5.50924, -2.91226, -1.40874]],
  "lowdin_charge": [1.37, 0.65, 0.61, 0.15, 0.12, 0.16, 0.17, 0.09, 0.16, -0.26, -0.06, -0.09, -0.36, -0.27, -0.28, -0.05, -0.03, -0.07, -0.31, -0.04, -0.04, -0.05, -0.06, -0.08, -0.05, -0.06, -0.07, -0.05, -0.12, -0.12, -0.05, -0.04, -0.18, -0.38, -0.67, -0.03, -0.50, -0.19, -0.14, -0.13, -0.64, -0.03, -0.51, -0.03, -0.03, 0.07, 0.03, 0.00, 0.04, 0.10, 0.00, 0.00, 0.05, 0.06, -0.01, 0.00, 0.09, 0.08, 0.01, 0.00, 0.05, 0.09, 0.05, 0.00, 0.06, 0.12, -0.01, 0.01, 0.00, -0.01, 0.07, 0.08, 0.07, 0.06, 0.13, 0.03, 0.08, 0.11, 0.08, 0.08, 0.06, 0.03, 0.07, 0.01, 0.02, 0.06, 0.02, 0.04, 0.04, 0.06, 0.05, 0.05, -0.02, 0.09, 0.04, 0.12, 0.03, 0.04, 0.13]
}

{
  "formula": "C11H5CeN2O5",
  "method": "ωB97M-V with the def2-TZVPD basis set",
  "homo_lumo_gap_ev": [7.06, 7.03],
  "multiplicity": 2,
  "charge": 2,
  "e_homo_ev": [-16.8, -16.7],
  "e_lumo_ev": [-9.70, -9.68],
  "symbols": ["Ce", "O", "O", "O", "O", "O", "N", "N", "C", "C", "C", "C", "C", "C", "C", "C", "C", "C", "C", "H", "H", "H", "H", "H"],
  "coordinates": [[0.47576, -0.42331, -1.32881], [3.93780, -0.91366, -0.39433], [0.58402, -0.97762, -3.56928], [1.84011, -2.02447, 1.68700], [3.49291, -4.82070, -1.12213], [-0.08587, -3.72186, 0.04062], [-0.64033, 1.11897, 0.11765], [-4.62801, 1.21034, 2.78358], [-1.68849, 0.80031, 0.91887], [0.06242, -2.73459, -0.56114], [-3.64070, 1.49010, 2.21767], [-2.08319, 3.17088, 1.28289], [-2.44491, 1.82545, 1.48514], [-0.91261, 3.44400, 0.56157], [2.88608, -0.76352, -0.87447], [1.25832, -1.81617, -2.90647], [1.33397, -1.35601, 0.87293], [3.00519, -3.87889, -0.69061], [-0.17681, 2.38382, 0.01822], [0.78114, 2.56369, -0.48782], [-1.88992, -0.26681, 1.07132], [-2.73445, 3.95474, 1.69403], [-0.57156, 4.46095, 0.39851], [1.83912, -2.72563, -3.21495]],
  "lowdin_spin": [0.99, 0.01, -0.01, 0.01, 0.00, 0.01, 0.00, 0.00, 0.00, 0.00, 0.00, 0.00, 0.00, 0.00, 0.00, -0.01, 0.01, 0.00, 0.00, 0.00, 0.00, 0.00, 0.00, 0.00]
}